Below is a structure of composition C5H6CsLiO3 in a non-equilibrium geometry, with properties calculated with ωB97M-V with the def2-TZVPD basis set.

```
16
Properties=species:S:1:pos:R:3:forces:R:3:lowdin_charge:R:1
O -0.79228 -0.25197 0.39507 -3.33 1.69 0.64 0.0815
C -0.80232 0.27438 1.79652 2.56 0.97 -0.49 -0.6698
C 0.29160 -0.34474 -0.24016 5.97 -5.44 1.03 -0.2976
O -1.94361 0.38579 2.19606 -1.83 0.34 0.78 -0.0525
O 0.30477 0.52420 2.23503 -0.69 -0.16 0.19 0.0557
C 0.75907 -1.59905 -0.79537 -5.61 -0.90 -3.24 -0.0581
Li -3.12390 1.33231 3.23437 0.24 -0.52 -0.41 0.8882
H 1.42665 -0.91840 0.34642 -1.77 4.66 -0.29 0.2719
H 0.97652 -2.39486 -0.06982 2.57 0.09 -0.19 0.1466
H 0.01591 -2.18883 -1.34322 -0.33 0.24 -0.71 0.0988
Cs 2.32971 3.26387 4.92205 0.10 -0.06 -0.01 0.9804
C 0.66837 -0.09914 -1.95858 3.59 -0.73 1.81 -0.0052
C -0.31677 0.41276 -2.70693 -1.45 0.05 1.15 0.2027
H -0.14043 1.30550 -3.30791 0.25 -0.48 -0.31 0.1200
H 1.71201 0.14317 -2.16331 -0.46 0.38 0.18 0.1194
H -1.36529 0.15500 -2.54021 0.18 -0.14 -0.15 0.1181
```
Forces are in eV/Å.

Computed properties:
Highest occupied orbital energy (alpha / beta), eV: -15.23 / -15.23
Charge: +2
Lowest unoccupied orbital energy (alpha / beta), eV: -8.3 / -8.3



Below is a structure of composition C2H3FeO in a non-equilibrium geometry, with properties calculated with ωB97M-V with the def2-TZVPD basis set.

```
7
Properties=species:S:1:pos:R:3:forces:R:3:lowdin_charge:R:1
O -0.69765 0.79579 0.48297 -2.32 2.29 -0.53 -0.0136
C 0.06409 1.03552 -0.61634 0.73 -2.85 2.51 0.1074
Fe 1.97082 0.88002 0.28174 -0.01 -0.56 -0.32 1.3779
H -1.63174 0.60509 0.30928 -1.20 0.31 -0.01 0.1905
C 0.19989 -0.69108 -0.08043 3.29 -0.21 -1.68 0.1187
H 0.42209 -1.26337 -0.98624 -0.90 0.32 -0.83 0.0940
H -0.32751 -1.36197 0.60901 0.42 0.71 0.86 0.1251
```
Forces are in eV/Å.

Computed properties:
Spin multiplicity: 6
Highest occupied orbital energy (alpha / beta), eV: -20.29 / -21.64
Charge: +2
Lowest unoccupied orbital energy (alpha / beta), eV: -12.4 / -13.2
<S²>: 8.84



Below is a cluster of 3 separate species, C16H30BN3O10PS in total in a non-equilibrium geometry, with properties calculated with ωB97M-V with the def2-TZVPD basis set.

```
62
Properties=species:S:1:pos:R:3:forces:R:3:lowdin_charge:R:1
C 2.45013 -2.89611 -0.04975 0.01 0.11 1.25 -0.1211
O 3.72277 -2.91690 -0.83004 -3.03 1.18 -0.32 -0.2269
C 3.36875 -2.27431 -2.11198 0.89 -0.80 -1.50 -0.2317
C 4.42041 -1.08779 -2.54422 -0.63 0.24 -0.44 -0.1732
C 4.24013 0.32330 -1.73060 0.59 -0.83 0.48 -0.1885
C 2.70400 0.89588 -1.67668 0.04 1.15 0.67 -0.1781
C 1.95401 1.02920 -3.12181 2.47 -0.63 -0.60 -0.1156
N 0.45452 1.14920 -3.08538 -4.87 0.61 1.51 -0.0539
N -0.11976 1.14047 -4.37412 -5.85 0.55 2.18 0.1150
C -1.62828 1.27467 -4.25878 5.91 -0.19 3.71 0.0651
N -1.86315 1.36300 -2.75336 2.78 1.13 -0.50 -0.1164
P -3.49781 1.50268 -2.05050 -4.74 -1.34 0.80 0.4312
O -3.61144 2.58090 -0.68427 0.19 -2.26 -2.44 -0.2370
O -4.60097 2.11937 -3.29350 2.81 -1.46 1.48 -0.2648
S -4.18566 -0.29901 -1.60283 1.21 1.64 -0.19 0.3356
C -0.55885 1.31702 -1.98106 1.54 -0.47 -3.38 0.0003
O -0.25555 1.40490 -0.54652 -2.55 -1.63 -4.85 0.1237
B -0.82268 0.27292 0.21968 -1.46 -2.20 2.74 -0.5658
O -0.53268 -1.16559 -0.01815 0.69 3.83 2.03 0.0593
O -1.73379 0.58644 1.35808 2.13 1.10 -3.47 0.0778
H 2.59128 -3.34872 1.04041 0.12 0.90 -2.48 0.1173
H 2.14777 -1.76412 0.07920 0.36 -2.23 -0.20 0.0735
H 1.58711 -3.50983 -0.55859 1.71 1.22 0.72 0.1089
H 3.46809 -3.12044 -2.94746 -0.26 1.79 1.69 0.1424
H 2.23854 -1.95080 -2.11131 2.25 -0.28 -0.01 0.1105
H 5.54393 -1.47953 -2.46556 -2.60 0.87 -0.11 0.1401
H 4.18932 -0.84621 -3.68995 0.66 -0.72 2.30 0.1111
H 5.02879 1.08439 -2.17987 -1.89 -1.39 0.96 0.1252
H 4.55166 0.10527 -0.59846 -0.75 0.69 -2.45 0.1369
H 2.76395 1.99278 -1.20939 -0.21 -2.43 -0.93 0.1339
H 2.09280 0.25864 -0.90539 1.10 1.14 -1.74 0.0855
H 2.20248 0.07066 -3.78684 -0.88 2.03 1.52 0.1424
H 2.36015 1.95119 -3.76233 -1.03 -1.92 1.61 0.1650
H -2.46266 1.32113 -5.08490 2.04 -0.11 1.93 0.1663
H -4.23410 2.10121 -0.03444 1.09 0.64 -1.50 0.1068
H -4.96825 1.31350 -3.79334 0.78 1.32 1.33 0.0893
H -0.13864 -1.50977 0.85998 -1.01 0.58 -1.88 0.1417
H -2.02824 1.54758 1.33375 0.73 -1.63 0.07 0.1162
O 2.04863 1.03104 1.54408 -0.92 0.38 1.20 0.0902
C 1.56441 1.77552 2.38041 0.33 -1.04 -0.85 -0.4523
O 0.91989 1.35204 3.50710 0.68 -0.25 -1.09 0.0365
C 0.38972 2.48318 4.19646 -0.45 0.27 0.75 -0.1585
C 1.20697 3.65654 3.72291 0.15 0.84 0.38 -0.1566
C 1.54580 3.27222 2.30484 0.34 0.37 0.23 -0.0798
H -0.66996 2.58383 3.93935 0.05 -0.06 0.02 0.1267
H 0.47974 2.33248 5.27618 -0.07 -0.22 -0.27 0.1371
H 0.67819 4.60998 3.80343 0.05 -0.18 0.06 0.1269
H 2.12823 3.72956 4.31364 -0.19 0.01 -0.08 0.1307
H 0.76885 3.58498 1.60176 0.12 -0.04 -0.11 0.1323
H 2.52048 3.66403 2.00499 -0.25 -0.17 -0.31 0.1375
O -5.23199 -3.94472 3.71613 1.96 0.93 -0.67 0.1122
C -4.30781 -3.41928 3.11781 -2.04 -0.88 1.28 -0.4537
O -3.15574 -2.98572 3.70852 -0.50 -0.38 0.06 0.0379
C -2.34831 -2.32784 2.73331 0.42 0.41 0.05 -0.1747
C -2.81906 -2.85770 1.40418 0.31 0.01 -0.92 -0.1763
C -4.28439 -3.11344 1.65082 0.25 -0.22 -0.47 -0.0818
H -2.49857 -1.24718 2.82684 0.03 -0.13 0.00 0.1150
H -1.29368 -2.55597 2.91310 -0.16 0.00 0.27 0.1295
H -2.62817 -2.17123 0.57504 0.00 -0.13 0.20 0.0767
H -2.31322 -3.80528 1.18232 -0.04 0.15 0.02 0.1316
H -4.89036 -2.22303 1.46162 -0.10 -0.14 0.03 0.1299
H -4.64775 -3.96121 1.06544 -0.28 0.25 0.22 0.1353
```
Forces are in eV/Å.

Computed properties:
Highest occupied orbital energy, eV: -11.80
Charge: +1
Lowest unoccupied orbital energy, eV: -4.8



Below is an isolated molecule of C3H7NO, with properties calculated with ωB97M-V with the def2-TZVPD basis set.

```
12
Properties=species:S:1:pos:R:3:forces:R:3:lowdin_charge:R:1
C 1.65280 0.85748 -0.26511 0.12 0.03 -0.06 -0.0751
N 0.36043 0.63156 0.34581 -0.15 -0.02 -0.06 -0.0042
C -0.52507 -0.25948 -0.17998 0.04 -0.23 0.05 -0.5602
O -0.28857 -0.93711 -1.16732 0.12 0.35 0.04 0.0307
C -1.81717 -0.48224 0.56931 -0.05 0.44 -0.01 -0.0065
H 1.75612 0.12771 -1.07057 0.03 0.15 0.12 0.0815
H 2.46076 0.71118 0.45985 -0.13 0.04 -0.11 0.0817
H 1.72155 1.86667 -0.68422 0.04 -0.13 0.03 0.0819
H 0.09556 1.17217 1.15344 -0.02 -0.13 -0.13 0.1288
H -1.83927 -1.55525 0.67925 -0.29 -0.31 0.35 0.0799
H -2.66570 -0.20555 -0.06171 0.16 0.02 0.02 0.0859
H -1.90731 0.03247 1.53506 0.13 -0.19 -0.24 0.0756
```
Forces are in eV/Å.

Computed properties:
Highest occupied orbital energy, eV: -9.69
Lowest unoccupied orbital energy, eV: 0.9